No. 1
99
Properties=species:S:1:pos:R:3 method="wB97M-V/def2-TZVPD" gap_ev="5.3 / 5.3" e_lumo_ev="-4.4 / -4.4" total_charge=+1
Tl -19.24239 -10.00158 5.94223
N -22.32268 -7.59314 8.90058
C -21.46442 -7.65656 7.88874
S -19.82524 -8.12722 8.21121
N -22.06471 -7.39867 6.70180
N -21.47612 -7.83119 5.58511
C -21.83139 -7.11901 4.48216
C -22.46637 -5.83599 4.67744
C -21.99147 -4.73102 3.97304
C -22.54485 -3.46760 4.14690
C -23.58569 -3.29988 5.09167
C -24.20849 -4.43006 5.64236
C -23.66426 -5.70700 5.43040
C -21.44577 -7.57355 3.17668
C -21.86957 -6.90021 1.97432
C -21.37635 -7.21212 0.72239
C -20.47265 -8.35184 0.68990
C -20.91836 -9.41590 1.68843
N -20.68105 -8.75814 3.05365
H -22.01163 -7.80735 9.83969
H -23.27583 -7.21416 8.72016
H -21.10071 -4.81179 3.35565
H -22.15623 -2.57439 3.61062
H -23.94993 -2.33139 5.43635
H -25.07566 -4.30483 6.29728
H -24.13969 -6.63048 5.76327
H -22.64206 -6.14910 2.08666
H -21.57166 -6.74099 -0.23411
H -20.40096 -8.82835 -0.29958
H -20.15809 -10.21880 1.67400
C -19.70012 -13.65375 6.89341
O -20.61829 -13.08497 5.91227
C -21.84950 -12.97302 6.46995
C -22.41531 -13.88815 7.37408
C -23.74180 -13.67125 7.78342
C -24.42633 -12.49722 7.49784
C -23.85327 -11.53223 6.66766
C -22.66580 -11.91238 6.01889
N -22.30843 -11.33721 4.73730
N -23.38987 -11.00869 4.17844
C -24.01297 -10.51505 3.11472
C -23.42866 -9.82774 1.99215
O -22.10941 -10.14197 1.61356
C -24.20717 -9.12222 1.07777
C -25.57943 -9.02842 1.17738
C -26.24588 -9.74488 2.25829
C -27.64401 -9.64905 2.36862
C -28.35532 -10.47259 3.26815
C -27.64070 -11.29805 4.10194
C -26.23878 -11.28715 4.09156
C -25.50587 -10.57101 3.16080
H -19.86794 -14.74597 7.06624
H -19.68158 -13.10611 7.82165
H -18.69550 -13.54921 6.46467
H -21.80252 -14.75515 7.70825
H -24.18237 -14.35000 8.53597
H -25.41605 -12.38673 7.98650
H -24.42820 -10.67947 6.36388
H -23.67585 -8.66300 0.22247
H -26.17679 -8.51327 0.43746
H -28.15655 -8.89492 1.75305
H -29.44258 -10.51025 3.22204
H -28.13063 -11.75979 4.93521
H -25.80257 -11.90411 4.91358
N -16.76692 -11.16290 2.86295
P -17.49779 -12.45325 3.81060
C -15.98713 -13.30835 4.21686
C -15.92485 -14.68783 4.06303
C -14.71784 -15.31827 4.30691
C -13.59284 -14.61658 4.75001
C -13.72216 -13.23846 5.03461
C -14.88103 -12.56987 4.65844
C -18.18166 -13.41009 2.43703
C -18.08973 -13.15088 1.10369
C -18.64426 -13.91884 0.05983
C -19.46956 -15.00624 0.34649
C -19.63189 -15.31098 1.74846
C -18.98039 -14.57492 2.74648
C -17.39728 -9.98848 2.50983
C -16.96508 -9.36172 1.29988
C -17.88938 -8.55956 0.64365
C -19.09216 -7.97410 1.33203
C -19.16702 -8.38971 2.82428
N -18.46057 -9.58124 3.18689
H -15.93733 -11.43206 2.35508
H -16.83730 -15.23744 3.77287
H -14.68691 -16.39929 4.21742
H -12.70950 -15.16248 5.03976
H -12.93425 -12.74255 5.55143
H -14.97974 -11.48176 4.92777
H -17.49945 -12.28689 0.77687
H -18.55076 -13.51927 -0.94079
H -20.05525 -15.49911 -0.43302
H -20.25170 -16.11428 2.09321
H -19.10439 -14.87724 3.79711
H -16.00628 -9.59738 0.84579
H -17.80010 -8.37680 -0.44169
H -18.97702 -6.85235 1.33711
H -18.98462 -7.66639 3.56430

---

No. 2
99
Properties=species:S:1:pos:R:3 method="wB97M-V/def2-TZVPD" multiplicity=3 gap_ev="7.1 / 7.2" e_lumo_ev="-2.7 / -2.6" total_charge=+1
V -9.02451 8.05495 17.65538
I -8.20340 2.67428 12.63812
C -9.14285 4.40597 13.56605
C -9.08382 5.68612 13.01551
C -9.17523 6.78241 13.84410
I -8.54791 8.66275 13.05344
C -9.58384 6.71438 15.17058
O -9.72781 7.80977 15.91065
C -9.69196 5.38627 15.73105
C -10.23805 5.09364 17.11359
N -9.54688 5.96506 18.14458
C -8.29344 5.24765 18.49206
C -7.14820 5.69776 17.63431
C -5.96194 4.98822 17.49681
C -4.91163 5.54411 16.75122
C -5.06037 6.82921 16.14886
C -6.30622 7.41513 16.29309
N -7.28573 6.92465 17.05527
C -9.38383 4.26895 14.88860
H -8.77511 5.83783 11.97125
H -10.21887 4.06517 17.36356
H -11.25004 5.45625 17.22705
H -10.15878 5.97220 19.00070
H -8.44593 4.20486 18.46441
H -7.95275 5.42762 19.61303
H -5.96391 4.05451 18.03011
H -3.96457 5.07516 16.75917
H -4.35780 7.28563 15.51058
H -6.44045 8.36401 15.83125
H -9.36356 3.27463 15.33912
C -11.22438 5.86764 23.79738
C -10.47641 6.50139 22.65748
C -9.08178 6.74450 22.73162
C -8.41424 7.39305 21.70497
C -6.87257 7.50327 21.67919
O -6.29773 7.35813 20.59472
C -6.07204 8.06200 22.83095
C -6.61313 8.65971 23.93503
C -5.85982 9.27077 24.88474
C -4.45017 9.12838 24.88945
C -3.82670 8.43202 23.85774
C -4.64501 7.95951 22.84886
C -9.15634 7.82064 20.55512
O -8.54633 8.40171 19.53275
C -10.55213 7.75021 20.49710
C -11.19450 7.00961 21.53515
C -11.38566 8.34352 19.42263
N -10.89181 8.78860 18.32296
C -11.81583 9.39025 17.31150
C -12.39462 10.70560 17.71468
Te -11.16969 12.43098 18.36460
C -11.15059 11.98638 20.43834
C -12.15507 12.48787 21.25412
C -12.17525 12.13699 22.63302
C -11.16078 11.39180 23.13506
C -10.19240 10.81848 22.30503
C -10.19099 11.14179 20.95139
C -12.89737 8.39912 19.64704
C -13.44576 9.28376 20.61899
C -14.77899 9.30363 20.82127
C -15.51555 8.41971 20.02875
C -15.03595 7.56269 19.10847
C -13.67554 7.50069 18.95182
H -12.22988 5.71895 23.55718
H -11.21084 6.60095 24.64889
H -10.73237 4.92856 24.18821
H -8.51069 6.35028 23.57618
H -7.67512 8.74812 23.97404
H -6.17969 9.81964 25.76624
H -3.89637 9.54370 25.72220
H -2.79311 8.21452 23.87614
H -4.13011 7.51073 21.95515
H -12.25496 6.81033 21.41982
H -12.65084 8.68101 17.15346
H -11.37313 9.53791 16.35846
H -13.21055 10.56170 18.36359
H -12.78234 11.08254 16.70051
H -12.87367 13.14578 20.78306
H -13.08630 12.39088 23.20109
H -11.17843 11.22328 24.20832
H -9.45801 10.09800 22.68977
H -9.41401 10.73750 20.20777
H -12.79165 9.90094 21.21024
H -15.23250 9.90768 21.53806
H -16.57198 8.29555 20.15879
H -15.74221 6.92079 18.59163
H -13.27386 6.76015 18.16006
S -8.05303 10.18734 16.79594
C -6.47018 10.34747 17.30091
N -5.70878 11.23807 16.63597
C -4.38914 11.49889 16.89631
C -3.76619 10.85649 17.88234
C -4.49666 9.90692 18.61752
C -5.81100 9.64091 18.31659
H -6.12983 11.77216 15.86133
H -3.94824 12.10596 16.08224
H -2.78536 11.07377 18.29009
H -3.92536 9.26894 19.34441
H -6.40525 9.01469 18.98557

---

No. 3
95
Properties=species:S:1:pos:R:3 method="wB97M-V/def2-TZVPD" gap_ev=5.2 e_lumo_ev=-1.7
Tc -0.04064 -0.40898 -0.46018
C -1.70824 -0.75808 -3.37950
P -1.98634 -1.34229 -1.65550
C -3.52444 -0.40508 -1.24276
C -4.58622 -0.49964 -2.15008
C -5.81300 0.07057 -1.86781
C -6.01415 0.73359 -0.66226
C -4.98001 0.81187 0.25229
C -3.74231 0.24925 -0.03865
C -2.26489 -3.72999 -0.28513
C -3.39165 -4.67521 -0.12704
C -3.31629 -5.79417 0.60179
C -2.07556 -6.22341 1.22174
C -0.95796 -5.49572 1.09590
C -0.98579 -4.18472 0.45311
C -1.19733 0.62539 -3.19700
C -1.69720 1.82907 -3.52176
C -0.99507 2.85200 -2.76978
C -0.06034 2.26239 -2.00680
C 0.78519 2.73034 -0.86269
P 0.31461 1.67905 0.57236
C -1.22680 2.40750 1.22670
C -1.89887 3.46534 0.62779
C -3.03861 3.99735 1.21768
C -3.51000 3.47984 2.41147
C -2.84665 2.41718 3.01454
C -1.71674 1.88319 2.42396
C 1.44050 2.03323 1.94167
C 1.57844 1.10664 2.96911
C 2.31216 1.43403 4.09856
C 2.93744 2.66940 4.19179
C 2.81791 3.58898 3.15920
C 2.05901 3.27689 2.04192
N -0.12546 0.84233 -2.24938
H -2.64487 -0.73190 -3.93577
H -1.02353 -1.43441 -3.88862
H -4.48012 -1.06235 -3.07047
H -6.62154 -0.02197 -2.58075
H -6.97790 1.16960 -0.43555
H -5.12751 1.30568 1.20254
H -2.95255 0.31291 0.69376
H -4.28962 -4.43197 -0.68112
H -4.18038 -6.43965 0.67750
H -2.04448 -7.18649 1.71240
H -0.00255 -5.87958 1.42904
H -0.05905 -3.80608 0.03311
H -2.54886 1.98953 -4.16263
H -1.22624 3.90510 -2.77502
H 0.64002 3.79746 -0.69299
H 1.84952 2.54869 -1.03677
H -1.54638 3.88590 -0.30221
H -3.55541 4.81862 0.73942
H -4.39697 3.89628 2.87042
H -3.21126 2.00309 3.94499
H -1.21585 1.04844 2.90012
H 1.12444 0.12636 2.88068
H 2.40735 0.71393 4.90035
H 3.52301 2.91366 5.06783
H 3.30692 4.55178 3.22766
H 1.95171 4.01197 1.25418
S -0.92253 -1.48108 1.28809
C -1.82510 -3.02864 1.00764
C -2.62222 -3.26884 2.19030
N -3.26608 -3.42816 3.12767
C -2.22716 -3.01906 -1.58778
S 1.02365 -1.59861 -2.28803
C -2.40452 -3.70914 -2.79551
N -2.57362 -4.23177 -3.81630
C 4.96073 -2.22561 0.59577
C 4.22338 -1.20597 1.47435
C 4.07252 -1.77558 2.88914
C 5.02666 0.10037 1.52312
C 2.88836 -0.94194 0.90814
C 1.80348 -0.74102 0.41203
H 5.93973 -2.44738 1.02456
H 5.10817 -1.84271 -0.41545
H 4.39375 -3.15408 0.52085
H 5.05142 -2.04497 3.29104
H 3.44414 -2.66553 2.87997
H 3.61708 -1.04378 3.55760
H 6.03677 -0.09238 1.89130
H 4.55121 0.82776 2.18156
H 5.10309 0.54505 0.52922
C 1.11486 0.10036 -2.22970
C 2.34560 0.82684 -2.64606
C 3.57275 0.62773 -2.02674
C 4.69385 1.29851 -2.48771
C 4.60386 2.15340 -3.57813
C 3.38627 2.32811 -4.21852
C 2.25918 1.66612 -3.75640
H 3.62463 -0.04571 -1.18424
H 5.64422 1.14873 -1.99274
H 5.48323 2.67069 -3.93686
H 3.31367 2.97393 -5.08335
H 1.31231 1.79164 -4.26627

---

No. 4
103
Properties=species:S:1:pos:R:3 method="wB97M-V/def2-TZVPD" gap_ev=6.0 e_lumo_ev=-3.8 total_charge=+1
Ti 11.88280 10.76738 16.36194
Cl 15.49404 16.47895 15.73820
C 14.69729 15.02507 15.39407
C 13.71997 14.58336 16.25599
C 13.15545 13.35453 16.01021
N 12.39266 12.59707 16.94136
C 12.77959 12.80256 18.32678
O 13.92650 12.80663 18.71992
C 11.77196 12.67230 19.48086
C 12.19129 12.79828 20.82665
C 11.31919 12.44066 21.85536
C 10.02625 12.18956 21.44654
C 9.65454 12.24603 20.11304
N 10.52921 12.41793 19.09609
C 13.26254 12.78835 14.67556
C 14.15648 13.33355 13.71176
C 14.97857 14.36182 14.18080
Cl 16.49156 14.66995 13.40865
N 12.54118 11.63518 14.53430
C 12.28904 10.99919 13.31665
O 12.42168 11.43083 12.20075
C 11.53800 9.74814 13.57407
C 10.65994 9.17322 12.60725
C 10.05523 7.96321 12.83487
C 10.35859 7.26205 13.98675
C 11.13125 7.91333 14.94353
N 11.61414 9.19029 14.76652
H 13.56864 15.10872 17.18061
H 13.27044 12.90733 20.95740
H 11.51950 12.44595 22.96766
H 9.22776 11.93358 22.20143
H 8.62150 12.08616 19.91254
H 14.02670 12.97039 12.64977
H 10.57009 9.73517 11.71574
H 9.37651 7.63586 12.07300
H 10.01408 6.30770 14.27021
H 11.52752 7.34646 15.83801
C 6.50744 6.35478 17.35429
C 7.73538 7.16586 17.54958
C 8.96476 6.65726 18.09686
C 10.08972 7.45670 18.07599
C 10.04294 8.81596 17.69994
N 11.26020 9.49031 17.87854
C 12.06498 9.23382 18.98364
C 11.45417 9.26603 20.23939
C 12.12731 9.22107 21.43537
C 13.49295 8.94249 21.42958
C 14.16751 8.85459 22.74225
C 14.12618 8.76441 20.18605
C 13.46334 9.08073 18.99878
N 14.19655 9.24488 17.87338
C 15.49358 8.71077 17.63290
C 15.67895 8.76209 16.27450
C 14.60025 9.51882 15.74037
N 13.73402 9.83721 16.72652
C 8.84329 9.37267 17.27160
C 7.71110 8.55429 17.28140
N 8.76795 10.68255 16.74689
C 7.73210 11.53606 16.95895
C 8.01931 12.75242 16.31344
C 9.31892 12.55827 15.80883
N 9.85387 11.33376 16.14282
H 6.79568 5.35964 17.03362
H 5.87636 6.78664 16.55888
H 5.89598 6.41185 18.27660
H 8.97431 5.63376 18.48433
H 11.08011 7.12415 18.35140
H 10.39603 9.56156 20.21219
H 11.55452 9.34296 22.39086
H 14.19284 7.85455 23.20972
H 13.52916 9.54049 23.40826
H 15.22500 9.27357 22.65918
H 15.15875 8.56728 20.11162
H 16.17292 8.39878 18.42819
H 16.57364 8.43322 15.70628
H 14.49270 9.77337 14.66347
H 6.75501 8.98376 16.97922
H 6.83660 11.17156 17.45649
H 7.43103 13.61731 16.13962
H 9.95775 13.35095 15.39655
C 4.52151 8.53541 8.18644
As 6.44609 8.50339 8.88294
C 5.98502 7.43247 10.53144
C 6.29864 10.23127 9.75017
C 5.98463 11.41137 8.92048
C 4.72387 12.05096 9.03060
C 4.44322 13.21746 8.32989
C 5.38224 13.75686 7.44130
C 6.64844 13.21633 7.37151
C 6.89230 11.98800 8.07602
H 3.87364 8.17408 9.05032
H 4.41158 7.90085 7.28939
H 4.30682 9.54928 7.94522
H 5.09932 7.89159 11.02669
H 6.84524 7.41632 11.25062
H 5.76216 6.39000 10.27821
H 7.23580 10.48762 10.22452
H 5.60794 10.01732 10.58751
H 3.98818 11.62783 9.68742
H 3.43472 13.59654 8.33543
H 5.23035 14.63699 6.87213
H 7.38998 13.65597 6.76368
H 7.81956 11.45431 7.94232